No. 1
This record from the OMol25 dataset describes a structure of composition C41H33N8O5SV at a distorted geometry. The level of theory is ωB97M-V/def2-TZVPD.

Positions of all 89 atoms, in Å:
V (-0.762, -0.366, -0.266)
C (2.524, -2.515, 3.774)
C (2.070, -1.234, 4.058)
C (1.009, -0.696, 3.345)
C (0.384, -1.435, 2.346)
C (0.828, -2.725, 2.075)
C (1.899, -3.256, 2.781)
N (-0.702, -0.887, 1.602)
C (-1.957, -0.963, 2.171)
C (-2.264, -1.026, 3.538)
C (-3.584, -1.084, 3.939)
C (-4.642, -1.103, 3.022)
C (-4.367, -1.076, 1.672)
C (-3.040, -1.003, 1.266)
N (-2.596, -0.936, -0.060)
N (-3.365, -1.240, -1.004)
C (-2.763, -0.981, -2.244)
C (-3.460, -1.271, -3.403)
C (-2.900, -0.911, -4.613)
C (-1.678, -0.257, -4.623)
C (-1.036, -0.028, -3.420)
N (-1.545, -0.410, -2.251)
H (3.355, -2.933, 4.326)
H (2.547, -0.649, 4.836)
H (0.657, 0.307, 3.554)
H (0.342, -3.296, 1.295)
H (2.243, -4.257, 2.552)
H (-1.466, -1.028, 4.267)
H (-3.806, -1.117, 4.999)
H (-5.665, -1.146, 3.370)
H (-5.150, -1.106, 0.926)
H (-4.428, -1.746, -3.323)
H (-3.418, -1.120, -5.539)
H (-1.221, 0.077, -5.543)
H (-0.089, 0.488, -3.384)
O (1.507, -0.227, -1.280)
C (1.978, -1.447, -1.867)
C (0.933, -2.509, -1.451)
O (1.101, -3.678, -1.721)
O (-0.037, -2.040, -0.740)
C (2.102, -1.318, -3.388)
C (1.632, -2.282, -4.269)
C (1.778, -2.110, -5.641)
C (2.392, -0.977, -6.150)
C (2.885, -0.018, -5.273)
C (2.752, -0.199, -3.906)
C (3.344, -1.810, -1.282)
C (4.006, -2.961, -1.702)
C (5.250, -3.276, -1.184)
C (5.854, -2.447, -0.246)
C (5.199, -1.302, 0.174)
C (3.946, -0.986, -0.340)
H (1.949, 0.527, -1.684)
H (1.147, -3.168, -3.884)
H (1.403, -2.871, -6.314)
H (2.500, -0.844, -7.218)
H (3.386, 0.863, -5.652)
H (3.192, 0.544, -3.247)
H (3.537, -3.613, -2.426)
H (5.752, -4.177, -1.513)
H (6.828, -2.696, 0.156)
H (5.656, -0.651, 0.909)
H (3.423, -0.111, 0.019)
N (-4.464, 4.989, 4.250)
C (-3.861, 4.430, 3.139)
C (-2.937, 5.165, 2.390)
C (-2.348, 4.618, 1.268)
C (-2.688, 3.332, 0.867)
C (-3.627, 2.602, 1.587)
C (-4.206, 3.143, 2.717)
S (-1.943, 2.586, -0.536)
O (-1.370, 3.595, -1.378)
O (-2.931, 1.700, -1.098)
N (-0.753, 1.563, 0.039)
C (0.334, 2.146, 0.685)
N (1.292, 1.291, 1.040)
C (2.328, 1.785, 1.701)
C (2.439, 3.128, 2.013)
C (1.384, 3.926, 1.603)
N (0.333, 3.452, 0.949)
H (-4.012, 5.780, 4.672)
H (-4.902, 4.360, 4.900)
H (-2.686, 6.174, 2.696)
H (-1.631, 5.178, 0.686)
H (-3.908, 1.613, 1.253)
H (-4.937, 2.570, 3.276)
H (3.087, 1.068, 1.999)
H (3.285, 3.527, 2.553)
H (1.375, 4.992, 1.809)

Output
- HOMO level (spin up / spin down) (eV) = -7.573 / -7.632
- gap between HOMO and LUMO (spin up / spin down) (eV) = 6.4 / 6.1
- net charge = 0
- energy relative to the best compared isomer or geometry (same formula, charge and spin) (kcal per mole) = 10.2
- spin multiplicity = 3

No. 2
This record from the OMol25 dataset describes a cluster of 7 separate species, C23H26BBrF9O21 in total at a distorted geometry. The level of theory is ωB97M-V/def2-TZVPD.

Positions of all 81 atoms, in Å:
O (2.107, -0.946, 1.892)
C (2.562, -0.234, 0.735)
C (3.257, 1.075, 1.053)
B (4.070, 1.094, 2.500)
O (5.244, 2.037, 2.401)
C (4.930, 3.188, 3.111)
C (4.024, 2.612, 4.192)
Br (3.119, 4.053, 5.209)
O (3.189, 1.795, 3.534)
C (3.387, -1.190, -0.088)
F (3.676, -0.686, -1.319)
F (2.675, -2.344, -0.317)
F (4.544, -1.576, 0.507)
H (1.217, -0.636, 2.032)
H (1.685, -0.015, 0.125)
H (3.964, 1.334, 0.271)
H (2.472, 1.810, 1.155)
H (4.352, -0.020, 2.913)
H (4.411, 3.915, 2.483)
H (5.806, 3.651, 3.566)
H (4.641, 2.082, 4.918)
C (2.283, -5.238, 1.386)
C (1.463, -4.379, 2.306)
O (1.040, -5.310, 3.298)
C (1.992, -6.284, 3.361)
O (2.088, -7.074, 4.239)
O (2.817, -6.219, 2.290)
F (0.367, -3.869, 1.688)
H (1.675, -5.739, 0.633)
H (3.074, -4.682, 0.894)
H (2.029, -3.568, 2.768)
C (-2.667, 1.944, -0.519)
C (-2.035, 1.240, -1.695)
O (-0.709, 1.724, -1.667)
C (-0.414, 2.037, -0.363)
O (0.674, 2.227, 0.051)
O (-1.547, 2.080, 0.373)
F (-2.612, 1.597, -2.879)
H (-3.049, 2.936, -0.782)
H (-3.462, 1.365, -0.056)
H (-2.022, 0.150, -1.625)
C (6.257, -6.777, -1.998)
C (6.244, -6.373, -0.541)
O (4.865, -6.147, -0.305)
C (4.171, -6.954, -1.158)
O (3.026, -7.224, -1.054)
O (4.986, -7.419, -2.137)
F (6.929, -5.226, -0.331)
H (6.304, -5.906, -2.652)
H (7.063, -7.462, -2.247)
H (6.607, -7.137, 0.148)
C (-6.898, 1.157, 3.108)
C (-7.025, 0.592, 1.712)
O (-6.599, 1.677, 0.907)
C (-5.727, 2.419, 1.651)
O (-4.994, 3.235, 1.213)
O (-5.811, 2.075, 2.957)
F (-8.307, 0.280, 1.402)
H (-7.797, 1.701, 3.401)
H (-6.670, 0.406, 3.859)
H (-6.391, -0.274, 1.514)
C (-2.432, 6.869, 0.180)
C (-3.891, 7.265, 0.225)
O (-4.444, 6.513, -0.843)
C (-3.678, 5.398, -0.985)
O (-3.988, 4.428, -1.590)
O (-2.512, 5.531, -0.321)
F (-4.070, 8.587, -0.019)
H (-1.871, 7.488, -0.521)
H (-1.946, 6.890, 1.151)
H (-4.403, 7.001, 1.151)
C (-2.365, 0.192, -6.036)
C (-3.534, 1.058, -6.441)
O (-4.487, 0.099, -6.868)
C (-4.241, -1.054, -6.180)
O (-4.991, -1.964, -6.104)
O (-3.022, -1.001, -5.591)
F (-3.229, 1.877, -7.480)
H (-1.720, -0.043, -6.883)
H (-1.770, 0.630, -5.240)
H (-3.958, 1.653, -5.631)

Output
- HOMO level (eV) = -4.485
- gap between HOMO and LUMO (eV) = 6.1
- net charge = -1
- spin multiplicity = 1

No. 3
This record from the OMol25 dataset describes a cluster of 5 separate species, C3H16O4S in total at a distorted geometry. The level of theory is ωB97M-V/def2-TZVPD.

Positions of all 24 atoms, in Å:
C (0.105, 0.728, -3.708)
C (0.350, 1.228, -2.245)
S (-1.136, 1.756, -1.352)
C (-2.055, 0.216, -1.533)
H (0.737, 1.277, -4.395)
H (-0.940, 0.889, -3.989)
H (0.263, -0.348, -3.741)
H (1.163, 1.957, -2.248)
H (0.731, 0.415, -1.627)
H (-2.553, 0.056, -2.486)
H (-1.407, -0.615, -1.279)
H (-2.815, 0.275, -0.756)
H (-0.932, -3.524, 4.015)
H (-2.254, -2.800, 4.196)
O (-1.837, -3.656, 4.326)
H (0.512, 2.686, 2.366)
H (0.498, 2.632, 0.822)
O (0.580, 2.074, 1.617)
H (0.710, -2.250, 1.775)
H (1.384, -2.047, 3.101)
O (0.665, -2.553, 2.700)
H (1.998, 0.774, 1.389)
H (3.514, 0.680, 1.450)
O (2.719, 0.151, 1.601)

Output
- HOMO level (spin up / spin down) (eV) = 0.538 / -5.622
- gap between HOMO and LUMO (spin up / spin down) (eV) = 2.6 / 8.7
- net charge = -1
- energy relative to the best compared isomer or geometry (same formula, charge and spin) (kcal per mole) = 17.6
- spin multiplicity = 2

No. 4
This record from the OMol25 dataset describes a structure of composition C27H32CaCl2N3O3S2Te at a distorted geometry. The level of theory is ωB97M-V/def2-TZVPD.

Positions of all 71 atoms, in Å:
Ca (-0.204, -0.629, 0.126)
Cl (-3.170, -7.570, 0.010)
C (-2.830, -5.837, -0.091)
C (-3.886, -4.949, -0.145)
C (-3.568, -3.586, -0.217)
Cl (-4.905, -2.451, -0.304)
C (-2.279, -3.053, -0.227)
O (-2.057, -1.784, -0.290)
C (-1.185, -4.033, -0.195)
C (0.190, -3.721, -0.274)
O (0.771, -2.563, -0.336)
C (-1.519, -5.417, -0.116)
H (-4.914, -5.277, -0.130)
H (0.850, -4.599, -0.317)
H (-0.718, -6.145, -0.081)
O (-0.172, 0.262, 2.166)
N (-0.715, 1.467, 2.390)
C (-1.092, 1.736, 3.648)
C (-1.632, 2.937, 4.017)
C (-1.702, 3.931, 3.016)
C (-1.406, 3.619, 1.734)
C (-1.130, 2.255, 1.304)
S (-0.105, 2.198, -0.189)
H (-0.895, 0.921, 4.330)
H (-1.900, 3.117, 5.047)
H (-1.961, 4.955, 3.262)
H (-1.421, 4.370, 0.959)
C (4.195, 3.941, 3.500)
C (4.959, 2.767, 2.906)
C (4.311, 1.413, 3.176)
C (2.924, 1.267, 2.552)
N (2.823, 1.707, 1.166)
C (3.430, 1.117, 0.113)
S (4.561, -0.121, 0.223)
N (3.016, 1.633, -1.082)
C (3.207, 0.926, -2.341)
C (4.568, 1.130, -3.001)
C (4.923, 2.576, -3.344)
C (5.338, 3.432, -2.151)
H (4.729, 4.884, 3.357)
H (4.035, 3.811, 4.575)
H (3.213, 4.055, 3.039)
H (5.985, 2.759, 3.287)
H (5.039, 2.899, 1.824)
H (4.172, 1.275, 4.256)
H (4.970, 0.620, 2.829)
H (2.234, 1.918, 3.093)
H (2.526, 0.256, 2.664)
H (1.894, 2.077, 0.936)
H (2.141, 2.143, -1.005)
H (2.442, 1.316, -3.019)
H (3.018, -0.143, -2.207)
H (4.538, 0.543, -3.926)
H (5.347, 0.690, -2.377)
H (4.081, 3.044, -3.867)
H (5.748, 2.566, -4.064)
H (4.500, 3.648, -1.491)
H (5.767, 4.382, -2.479)
H (6.088, 2.912, -1.549)
Te (-3.422, 1.303, 0.618)
C (-4.192, 3.253, 0.457)
C (-3.627, 4.176, -0.425)
C (-4.156, 5.452, -0.562)
C (-5.274, 5.832, 0.169)
C (-5.848, 4.922, 1.046)
C (-5.308, 3.651, 1.193)
H (-2.764, 3.885, -1.014)
H (-3.691, 6.149, -1.252)
H (-5.688, 6.827, 0.055)
H (-6.720, 5.203, 1.627)
H (-5.753, 2.960, 1.898)

Output
- HOMO level (spin up / spin down) (eV) = 0.178 / -1.449
- gap between HOMO and LUMO (spin up / spin down) (eV) = 4.0 / 5.6
- net charge = -2
- energy relative to the best compared isomer or geometry (same formula, charge and spin) (kcal per mole) = 35.4
- spin multiplicity = 2

No. 5
This record from the OMol25 dataset describes a cluster of 2 separate species, C7H15O2 in total at a distorted geometry. The level of theory is ωB97M-V/def2-TZVPD.

Positions of all 24 atoms, in Å:
C (1.567, -1.179, -0.750)
C (1.215, -1.643, 0.649)
C (0.725, -1.905, -1.867)
O (0.002, -2.845, -1.492)
O (0.915, -1.446, -3.019)
H (1.292, -0.123, -0.836)
H (2.624, -1.164, -1.020)
H (1.714, -0.994, 1.368)
H (1.356, -2.711, 0.851)
H (0.160, -1.612, 0.889)
C (-0.804, 1.814, 1.030)
C (-2.283, 2.126, 0.723)
C (-0.146, 3.167, 1.237)
C (-0.661, 0.908, 2.237)
H (-0.338, 1.365, 0.152)
H (-2.342, 2.650, -0.235)
H (-2.643, 2.828, 1.474)
H (-0.607, 3.870, 1.942)
H (0.871, 3.139, 1.609)
H (-0.176, 3.862, 0.382)
H (-1.123, -0.055, 1.989)
H (0.381, 0.804, 2.528)
H (-1.280, 1.259, 3.064)
H (-2.885, 1.224, 0.586)

Output
- HOMO level (spin up / spin down) (eV) = 3.454 / -1.766
- gap between HOMO and LUMO (spin up / spin down) (eV) = 2.9 / 8.0
- net charge = -2
- energy relative to the best compared isomer or geometry (same formula, charge and spin) (kcal per mole) = 1.3
- spin multiplicity = 2

No. 6
This record from the OMol25 dataset describes a structure of composition C12H44F2HgNO14S2 at a distorted geometry. The level of theory is ωB97M-V/def2-TZVPD.

Positions of all 76 atoms, in Å:
Hg (-1.220, -0.198, -3.234)
N (-0.808, 0.294, -1.234)
S (0.263, 1.248, -0.474)
O (1.382, 0.631, 0.121)
O (-0.383, 2.255, 0.268)
F (0.842, 1.907, -1.781)
S (-1.202, -0.790, 0.028)
O (-1.957, -0.198, 1.056)
O (-0.238, -1.768, 0.301)
F (-2.245, -1.578, -0.873)
C (-3.523, 2.779, 1.998)
O (-3.931, 1.471, 2.348)
H (-2.825, 3.167, 2.746)
H (-3.011, 2.806, 1.027)
H (-4.403, 3.413, 1.916)
H (-3.306, 0.836, 1.991)
C (4.646, -0.197, 3.635)
O (3.430, -0.365, 2.911)
H (4.749, -1.029, 4.324)
H (5.527, -0.162, 2.990)
H (4.594, 0.727, 4.217)
H (3.292, 0.413, 2.365)
C (3.724, -0.159, -2.511)
O (3.321, -1.312, -3.260)
H (4.476, 0.421, -3.041)
H (2.841, 0.464, -2.344)
H (4.043, -0.373, -1.488)
H (4.019, -1.421, -3.911)
C (-2.115, 4.243, -1.897)
O (-1.045, 4.008, -2.805)
H (-1.794, 4.183, -0.851)
H (-2.545, 5.242, -1.999)
H (-2.905, 3.496, -1.982)
H (-0.249, 4.280, -2.340)
O (1.860, -2.577, 2.070)
H (1.311, -2.269, 1.347)
H (2.078, -1.776, 2.566)
O (-0.619, -2.371, -3.067)
H (-0.684, -3.085, -3.715)
H (0.038, -2.652, -2.411)
C (4.502, 5.029, -2.374)
C (3.430, 4.120, -2.963)
O (3.938, 3.359, -4.050)
H (5.316, 4.454, -1.935)
H (4.067, 5.547, -1.508)
H (4.852, 5.811, -3.046)
H (2.600, 4.755, -3.290)
H (3.175, 3.410, -2.179)
H (4.127, 3.949, -4.785)
C (0.274, 2.111, 3.365)
C (-0.755, 1.567, 4.340)
O (-0.122, 1.005, 5.504)
H (0.993, 2.778, 3.842)
H (-0.292, 2.704, 2.645)
H (0.848, 1.308, 2.902)
H (-1.396, 0.785, 3.940)
H (-1.389, 2.373, 4.725)
H (0.228, 1.733, 6.025)
C (-1.267, -5.300, -0.373)
C (0.103, -5.843, -0.028)
O (1.009, -4.793, 0.278)
H (-1.595, -4.551, 0.349)
H (-2.015, -6.084, -0.475)
H (-1.189, -4.754, -1.327)
H (0.478, -6.428, -0.881)
H (0.128, -6.558, 0.792)
H (1.076, -4.223, -0.492)
C (-5.114, -4.121, 0.426)
C (-4.902, -3.271, -0.801)
O (-6.095, -3.353, -1.583)
H (-4.296, -4.134, 1.142)
H (-5.459, -5.114, 0.144)
H (-5.958, -3.670, 0.957)
H (-4.022, -3.547, -1.400)
H (-4.742, -2.221, -0.515)
H (-5.963, -2.836, -2.382)

Output
- HOMO level (eV) = -11.680
- gap between HOMO and LUMO (eV) = 2.7
- net charge = +1
- energy relative to the best compared isomer or geometry (same formula, charge and spin) (kcal per mole) = 0.2
- spin multiplicity = 1